[1]
Molecular formula: C14H21BMnN4
Method: DFT, ωB97M-V/def2-TZVPD

```
! RIJCOSX wB97M-V def2-TZVPD def2/J DEFGRID3
* xyz 0 6
C 1.328 2.251 0.168
C -1.545 1.451 0.617
C 0.935 2.390 -1.256
H 2.288 2.850 0.187
C -1.748 1.110 -0.756
H -2.082 0.875 1.396
H 1.698 2.173 -2.023
H -2.629 0.480 -0.942
C -0.282 3.003 -1.825
H -0.098 3.267 -2.884
H -0.616 3.907 -1.321
C 0.401 3.047 1.143
H 0.619 4.109 0.995
H 0.709 2.745 2.149
C -1.129 2.830 1.026
H -1.557 3.563 0.338
H -1.584 3.052 2.008
C -1.542 2.035 -1.895
H -2.463 2.611 -2.026
H -1.482 1.432 -2.812
Mn 0.014 0.163 -0.043
H 1.535 1.257 0.609
B 0.288 -2.783 1.897
N -0.887 -2.555 0.885
C -1.807 -3.458 0.479
C -2.393 -3.002 -0.689
C -1.750 -1.822 -1.031
N -0.901 -1.513 -0.019
N 1.608 -2.476 1.147
C 2.640 -3.349 1.049
C 3.557 -2.844 0.129
C 3.009 -1.610 -0.286
N 1.823 -1.375 0.319
H 0.275 -3.972 2.038
H 0.171 -2.293 2.992
H -1.919 -4.376 1.013
H -3.190 -3.428 -1.272
H -1.848 -1.176 -1.906
H 2.642 -4.285 1.611
H 4.471 -3.335 -0.189
H 3.444 -0.951 -1.021
*
```

Results
ΔE to the lowest compared entry with this formula, charge and spin ... 128.2 kJ/mol
Max |F| ... 3.26 eV/Å
LUMO level (spin up / spin down) ... 0.654 / -0.750 eV
HOMO (spin up / spin down) ... -0.268 / -0.249 Eh



[2]
Molecular formula: C14H21Br3Cl20FNNbO3S
Method: DFT, ωB97M-V/def2-TZVPD

```
! RIJCOSX wB97M-V def2-TZVPD def2/J DEFGRID3
* xyz -1 1
C -3.905 -2.004 -1.463
C -2.677 -1.339 -2.101
Nb -0.704 -1.917 -1.249
F -0.738 -3.395 -2.543
Br 1.707 -2.694 -0.521
C 0.304 -0.673 -2.859
N -0.620 0.242 -3.617
C -1.554 -3.422 0.233
C -2.092 -2.946 1.588
C -2.254 -4.119 2.604
S -1.006 -4.277 3.849
O -1.633 -4.783 5.026
O 0.127 -4.984 3.346
O -0.558 -2.795 4.172
C -0.690 -0.179 0.226
Br -2.521 0.390 0.686
C 0.079 1.108 -0.162
C -0.198 2.294 0.782
Br 2.007 0.814 -0.026
H -3.994 -1.785 -0.404
H -4.812 -1.642 -1.954
H -3.861 -3.076 -1.638
H -2.787 -0.253 -2.140
H -2.631 -1.675 -3.139
H 0.718 -1.356 -3.603
H 1.148 -0.085 -2.483
H -1.190 0.781 -2.975
H -0.060 0.934 -4.103
H -2.350 -4.003 -0.241
H -0.763 -4.146 0.444
H -3.087 -2.519 1.514
H -1.455 -2.209 2.070
H -3.183 -4.048 3.162
H -2.206 -5.067 2.074
H 0.302 -2.640 3.760
H -0.202 -0.551 1.129
H -0.167 1.457 -1.161
H -0.314 1.971 1.812
H 0.661 2.964 0.753
H -1.047 2.878 0.437
C 3.078 0.772 4.042
Cl 4.830 0.649 4.280
Cl 2.728 2.197 3.071
Cl 2.520 -0.670 3.192
Cl 2.278 0.898 5.613
C -5.844 2.055 -1.354
Cl -6.339 0.927 -0.091
Cl -4.644 1.292 -2.385
Cl -7.260 2.517 -2.314
Cl -5.149 3.499 -0.606
C -0.410 4.506 -5.290
Cl 0.219 3.006 -5.968
Cl -0.684 4.325 -3.556
Cl 0.752 5.807 -5.568
Cl -1.938 4.911 -6.082
C 3.428 4.065 -2.127
Cl 2.746 4.895 -0.720
Cl 4.889 3.198 -1.642
Cl 2.250 2.927 -2.755
Cl 3.845 5.260 -3.362
C 9.383 0.342 4.466
Cl 9.938 -0.984 3.444
Cl 9.675 1.880 3.650
Cl 7.655 0.162 4.777
Cl 10.263 0.314 5.999
*
```

Results
Max |F| ... 2.75 eV/Å
LUMO level ... 1.466 eV
HOMO ... -0.191 Eh



[3]
Molecular formula: C14H21CsO3SbSe4
Method: DFT, ωB97M-V/def2-TZVPD

```
! RIJCOSX wB97M-V def2-TZVPD def2/J DEFGRID3
* xyz -1 1
Cs 0.141 -0.935 -1.947
C -1.087 1.805 2.816
C -0.067 0.684 2.981
C 0.254 0.466 4.458
C -0.479 -0.616 2.324
C -1.793 -0.923 2.016
C -2.121 -2.116 1.386
C -1.148 -3.034 1.015
C -1.480 -4.265 0.226
C 0.173 -2.734 1.346
C 0.496 -1.557 1.997
H -0.673 2.750 3.171
H -1.988 1.607 3.402
H -1.383 1.944 1.777
H 0.856 1.004 2.482
H -0.643 0.158 4.999
H 0.626 1.384 4.916
H 1.004 -0.313 4.599
H -2.583 -0.217 2.231
H -3.156 -2.305 1.124
H -1.049 -5.152 0.694
H -1.094 -4.192 -0.792
H -2.559 -4.409 0.163
H 0.963 -3.409 1.035
H 1.537 -1.334 2.204
O 1.404 -2.599 -3.505
C 0.383 -3.303 -3.601
O -0.563 -3.354 -2.791
H 0.289 -3.934 -4.523
C 1.683 3.129 -1.892
C 2.502 1.886 -1.773
C 3.946 1.918 -2.208
O 2.031 0.849 -1.350
H 2.130 3.914 -1.278
H 0.660 2.941 -1.576
H 1.694 3.500 -2.919
H 4.295 2.920 -2.448
H 4.043 1.287 -3.093
H 4.563 1.484 -1.424
Se -1.247 4.955 -3.986
Sb -2.266 3.078 -3.011
Se -1.502 1.375 -4.718
Se -4.668 3.610 -3.607
Se -2.126 2.051 -0.920
*
```

Results
ΔE to the lowest compared entry with this formula, charge and spin ... 116.6 kJ/mol
Max |F| ... 1.91 eV/Å
LUMO level (spin up / spin down) ... 0.538 / 0.522 eV
HOMO (spin up / spin down) ... -0.200 / -0.198 Eh



[4]
Molecular formula: C14H21FIN2O4PSi2
Method: DFT, ωB97M-V/def2-TZVPD

```
! RIJCOSX wB97M-V def2-TZVPD def2/J DEFGRID3
* xyz 0 1
N 4.725 -0.816 2.104
C 5.331 0.474 1.725
C 4.384 1.701 1.927
C 3.432 2.018 0.712
Si 2.035 0.728 0.490
I 3.036 -1.037 -0.979
O 0.721 1.387 -0.400
Si -0.744 1.378 0.455
F -1.971 1.524 -0.696
C -1.115 -0.206 1.394
C -1.617 -1.426 0.719
C -1.909 -2.583 1.575
C -1.687 -2.426 3.008
N -1.202 -1.333 3.663
C -0.947 -0.277 2.848
P -1.013 3.084 1.849
O -2.216 2.786 2.718
O 0.307 3.384 2.817
O -1.446 4.398 0.913
H 5.126 -1.202 2.951
H 4.785 -1.501 1.358
H 6.216 0.627 2.405
H 5.767 0.463 0.691
H 5.050 2.600 2.048
H 3.809 1.635 2.889
H 4.036 2.115 -0.230
H 3.002 3.041 0.891
H 1.666 0.162 1.786
H -1.772 -1.420 -0.377
H -2.317 -3.524 1.149
H -1.932 -3.309 3.643
H -0.578 0.648 3.348
H 0.150 2.882 3.638
H -1.924 4.994 1.516
C -2.086 -1.598 -3.831
C -2.172 -2.555 -4.835
C -3.355 -2.708 -5.547
C -4.448 -1.897 -5.261
C -4.357 -0.938 -4.259
C -3.176 -0.793 -3.542
H -1.168 -1.476 -3.272
H -1.317 -3.181 -5.062
H -3.426 -3.458 -6.326
H -5.369 -2.012 -5.820
H -5.208 -0.304 -4.037
H -3.106 -0.048 -2.757
*
```

Results
Max |F| ... 3.96 eV/Å
LUMO level ... -0.105 eV
HOMO ... -0.344 Eh



[5]
Molecular formula: C14H21FN4O3PSc
Method: DFT, ωB97M-V/def2-TZVPD

```
! RIJCOSX wB97M-V def2-TZVPD def2/J DEFGRID3
* xyz 0 1
Sc 0.872 0.542 1.044
C 1.188 -0.772 -2.087
N 0.382 -0.005 -1.136
C -0.817 0.300 -1.469
C -1.623 1.119 -0.609
C -2.954 1.523 -0.695
C -3.179 2.337 0.427
C -1.970 2.378 1.129
N -1.031 1.635 0.511
C 1.877 0.125 -3.091
C 2.599 1.240 -2.670
C 3.222 2.054 -3.603
C 3.136 1.765 -4.960
C 2.420 0.657 -5.382
C 1.791 -0.157 -4.448
H 0.564 -1.497 -2.617
H 1.929 -1.337 -1.518
H -1.237 -0.048 -2.416
H -3.651 1.281 -1.483
H -4.084 2.870 0.675
H -1.737 2.918 2.036
H 2.664 1.479 -1.615
H 3.777 2.920 -3.268
H 3.624 2.405 -5.684
H 2.345 0.426 -6.437
H 1.226 -1.021 -4.781
O 1.733 -0.973 2.071
N 0.735 -3.430 3.290
C 0.294 -2.228 3.989
P -0.389 -1.009 2.818
O -0.072 0.479 2.989
O -0.677 -1.443 1.379
C -2.190 -0.964 3.390
N -2.880 -0.349 2.212
H 1.947 -1.874 1.840
H -0.040 -3.899 2.839
H 1.162 -4.080 3.936
H 1.148 -1.737 4.455
H -0.464 -2.411 4.763
H -2.365 -0.358 4.276
H -2.603 -1.964 3.525
H -2.387 -0.779 1.395
H -2.687 0.662 2.125
H -3.884 -0.492 2.180
F 2.284 1.712 0.676
*
```

Results
ΔE to the lowest compared entry with this formula, charge and spin ... 75.5 kJ/mol
Max |F| ... 0.58 eV/Å
LUMO level ... 0.183 eV
HOMO ... -0.298 Eh



[6]
Molecular formula: C14H21N6OSTl
Method: DFT, ωB97M-V/def2-TZVPD

```
! RIJCOSX wB97M-V def2-TZVPD def2/J DEFGRID3
* xyz 2 1
Tl 0.517 -2.701 -0.820
C -0.999 -1.335 3.731
C -0.992 -1.659 2.311
N 0.149 -1.690 1.658
N 1.171 -1.595 2.427
C 2.410 -1.599 1.834
N 3.233 -0.821 2.553
S 3.001 -2.494 0.465
C -2.297 -1.811 1.652
C -3.558 -1.556 2.331
C -4.747 -1.485 1.625
C -4.705 -1.810 0.253
C -3.484 -2.116 -0.350
N -2.334 -2.190 0.321
H 0.016 -1.314 4.205
H -1.588 -2.075 4.267
H -1.559 -0.401 3.892
H 3.043 -0.548 3.520
H 4.229 -0.931 2.310
H -3.591 -1.485 3.430
H -5.648 -1.163 2.187
H -5.652 -1.831 -0.273
H -3.387 -2.346 -1.398
C 1.658 -0.137 -3.844
N 1.679 0.915 -2.878
C 2.454 2.131 -3.123
C 1.792 3.366 -2.545
C 1.493 3.132 -1.080
N 0.802 1.894 -0.847
C -0.244 1.779 0.177
C 0.938 0.816 -1.722
O 0.297 -0.222 -1.455
H 1.798 0.275 -4.843
H 0.684 -0.618 -3.831
H 2.418 -0.868 -3.592
H 2.578 2.280 -4.199
H 3.459 1.998 -2.693
H 0.830 3.504 -3.049
H 2.390 4.265 -2.703
H 0.911 3.964 -0.674
H 2.420 3.123 -0.463
H -0.189 2.617 0.862
H -0.189 0.858 0.661
H -1.205 1.883 -0.290
*
```

Results
ΔE to the lowest compared entry with this formula, charge and spin ... 40.6 kJ/mol
Max |F| ... 2.64 eV/Å
LUMO level (spin up / spin down) ... -10.326 / -9.283 eV
HOMO (spin up / spin down) ... -0.519 / -0.519 Eh